1.
13
Properties=species:S:1:pos:R:3 method="wB97M-V/def2-TZVPD" orbital_gap_ev=8.2 charge=-1 de_lowest_kj_mol=64.00 lumo_energy_ev=4.109
O -0.622 -0.348 -0.859
C -0.643 -0.564 0.401
O -1.673 -0.767 1.062
C 0.743 -0.608 0.971
C 1.903 -0.822 0.034
H 0.849 0.449 1.363
H 0.677 -1.206 1.900
H 1.825 -1.791 -0.530
H 1.618 -0.069 -0.706
H 2.810 -0.607 0.650
H -0.298 1.543 -1.252
H -0.215 2.809 -2.111
O -0.162 2.528 -1.195

=====

2.
93
Properties=species:S:1:pos:R:3 method="wB97M-V/def2-TZVPD" orbital_gap_ev=6.9 charge=-1 lumo_energy_ev=2.170
C 0.672 -0.945 -0.551
C 2.132 -1.337 -0.113
C 2.230 -1.523 1.424
C 3.595 -2.070 1.944
C 4.804 -1.785 0.991
N 3.780 -1.580 3.314
Cl 4.246 0.077 3.398
C 3.513 -3.649 2.049
O 4.461 -4.257 2.581
O 2.535 -4.287 1.569
H 0.330 -0.115 0.110
H 0.614 -0.632 -1.613
H 0.018 -1.825 -0.340
H 2.432 -2.238 -0.695
H 2.814 -0.520 -0.462
H 1.378 -2.184 1.711
H 2.005 -0.527 1.883
H 5.663 -2.355 1.418
H 5.060 -0.710 0.897
H 4.650 -2.186 -0.032
H 4.378 -2.188 3.873
C 1.810 4.838 2.243
C 2.707 3.884 2.709
C 2.245 2.651 3.152
C 0.885 2.369 3.119
C -0.012 3.321 2.651
C 0.450 4.558 2.216
H 2.171 5.802 1.901
H 3.769 4.102 2.727
H 2.942 1.904 3.521
H 0.525 1.405 3.460
H -1.073 3.098 2.624
H -0.251 5.303 1.855
C -3.712 4.475 1.735
C -4.974 4.587 2.303
C -6.088 4.117 1.619
C -5.938 3.526 0.370
C -4.675 3.411 -0.196
C -3.562 3.889 0.484
H -2.843 4.845 2.267
H -5.091 5.042 3.280
H -7.074 4.210 2.059
H -6.806 3.155 -0.161
H -4.557 2.949 -1.168
H -2.577 3.804 0.041
C -0.804 -3.410 -5.129
C -0.101 -2.454 -5.851
C 1.104 -1.962 -5.365
C 1.611 -2.434 -4.161
C 0.911 -3.393 -3.441
C -0.298 -3.878 -3.922
H -1.746 -3.790 -5.505
H -0.494 -2.090 -6.794
H 1.649 -1.211 -5.925
H 2.553 -2.054 -3.782
H 1.307 -3.762 -2.502
H -0.846 -4.621 -3.356
C -1.940 -6.130 4.450
C -0.662 -5.677 4.142
C -0.310 -5.428 2.821
C -1.241 -5.625 1.809
C -2.520 -6.075 2.116
C -2.869 -6.332 3.437
H -2.212 -6.327 5.481
H 0.061 -5.517 4.933
H 0.691 -5.080 2.579
H -0.968 -5.427 0.779
H -3.247 -6.227 1.325
H -3.865 -6.688 3.676
C -5.222 -3.128 -1.489
C -3.833 -3.151 -1.474
C -3.116 -2.482 -2.457
C -3.787 -1.781 -3.451
C -5.176 -1.754 -3.464
C -5.894 -2.431 -2.486
H -5.781 -3.653 -0.724
H -3.309 -3.692 -0.695
H -2.033 -2.505 -2.449
H -3.227 -1.255 -4.215
H -5.700 -1.206 -4.239
H -6.978 -2.415 -2.500
C 2.863 6.228 -2.204
C 3.569 7.198 -2.903
C 4.763 7.694 -2.392
C 5.255 7.211 -1.186
C 4.550 6.237 -0.489
C 3.353 5.749 -0.995
H 1.931 5.844 -2.601
H 3.189 7.570 -3.847
H 5.310 8.455 -2.935
H 6.188 7.593 -0.790
H 4.935 5.859 0.451
H 2.801 4.993 -0.448

=====

3.
13
Properties=species:S:1:pos:R:3 method="wB97M-V/def2-TZVPD" orbital_gap_ev="5.4 / 5.8" multiplicity=6 charge=-1 lumo_energy_ev="3.849 / 3.798"
O -1.077 -1.449 -1.068
C -1.270 -0.179 -1.124
H 1.003 -1.308 -0.733
H -0.642 0.401 -1.832
C 1.758 -0.570 -0.233
C 1.189 0.394 0.502
C -0.190 0.248 1.084
O -1.236 0.539 0.156
Fe -3.226 0.736 0.031
H 1.630 1.396 0.551
H 2.723 -0.381 -0.713
H -0.344 0.951 1.915
H -0.318 -0.777 1.465